C24H44KO13S5Sn as an isolated structure, computed with wB97M-V/def2-TZVPD.

Each line ends with the Löwdin charge.
Cartesian coordinates (Å):
Sn1 -8.556 7.279 33.268  1.6923
K1 -17.273 10.748 34.053  0.8506
C1 -12.811 9.056 32.358  0.0319
C2 -13.822 9.674 33.136  -0.3291
C3 -13.671 9.724 34.648  -0.3421
O1 -14.583 10.130 35.373  -0.0015
C4 -12.530 9.140 35.256  0.0371
C5 -11.507 8.657 34.481  -0.3845
C6 -11.635 8.583 32.950  -0.3245
O2 -10.609 8.132 32.341  -0.2526
O3 -10.370 8.357 34.865  -0.1653
O4 -14.781 10.206 32.546  -0.0395
H1 -12.805 9.069 31.282  0.0702
H2 -12.460 9.133 36.333  0.1027
C7 -9.219 6.151 37.033  -0.2672
S1 -7.528 5.570 36.804  0.8696
O5 -7.117 5.727 35.343  -0.6961
C8 -6.599 6.959 37.494  -0.2348
H3 -9.811 5.639 36.266  0.0611
H4 -9.348 7.171 36.655  0.0260
H5 -9.501 5.912 38.049  0.0553
H6 -6.973 7.259 38.470  0.0621
H7 -6.785 7.795 36.812  0.0538
H8 -5.541 6.755 37.382  0.0588
C9 -15.581 12.557 37.580  -0.2581
S2 -15.393 11.567 39.087  0.8069
O6 -14.679 12.531 39.966  -0.5472
C10 -17.144 11.732 39.563  -0.2518
H9 -15.971 13.492 37.971  0.0553
H10 -16.229 12.124 36.819  0.0315
H11 -14.619 12.701 37.096  0.0508
H12 -17.380 11.624 40.613  0.0583
H13 -17.691 10.976 38.983  0.0464
H14 -17.531 12.666 39.155  0.0441
C11 -16.857 7.443 32.191  -0.2660
S3 -16.365 5.948 31.255  0.8174
O7 -17.582 5.398 30.637  -0.5245
C12 -15.576 6.870 29.921  -0.2797
H15 -16.585 7.298 33.240  0.0423
H16 -17.953 7.461 32.155  0.0556
H17 -16.598 8.464 31.920  0.0234
H18 -14.671 7.441 30.093  0.0047
H19 -16.361 7.542 29.559  0.0657
H20 -15.486 6.202 29.064  0.0544
C13 -12.678 10.064 28.588  -0.2513
S4 -12.657 8.255 28.566  0.7751
O8 -13.339 7.725 27.365  -0.5152
C14 -10.889 8.113 28.244  -0.2287
H21 -12.204 10.375 29.522  0.0423
H22 -13.723 10.374 28.664  0.0557
H23 -12.246 10.621 27.758  0.0665
H24 -10.445 8.755 29.011  0.0518
H25 -10.640 8.446 27.241  0.0679
H26 -10.496 7.114 28.422  0.0442
C15 -10.821 8.533 38.941  -0.2901
S5 -12.277 9.415 39.567  0.8148
O9 -11.962 9.495 41.018  -0.5497
C16 -11.733 11.027 38.898  -0.2515
H27 -11.096 7.473 38.923  0.0330
H28 -10.014 8.532 39.677  0.0637
H29 -10.477 8.890 37.974  0.0300
H30 -12.235 11.110 37.928  0.0326
H31 -10.663 11.036 38.698  0.0469
H32 -11.960 11.841 39.578  0.0526
O10 -16.242 13.531 33.933  0.0744
C17 -15.239 13.786 33.358  -0.5062
O11 -14.174 14.285 33.994  0.0489
C18 -13.304 14.983 33.106  -0.1346
C19 -13.945 14.894 31.697  -0.1317
C20 -15.023 13.829 31.850  -0.0617
H33 -12.301 14.561 33.098  0.1231
H34 -13.208 16.041 33.334  0.1248
H35 -13.232 14.505 30.969  0.1117
H36 -14.266 15.886 31.402  0.1159
H37 -14.691 12.795 31.695  0.1197
H38 -15.924 14.024 31.280  0.1282
O12 -9.696 5.717 30.978  0.0358
C21 -10.661 5.157 30.618  -0.5014
O13 -10.533 4.009 29.919  0.0446
C22 -11.802 3.509 29.444  -0.1199
C23 -12.757 4.661 29.657  -0.1533
C24 -12.138 5.409 30.823  -0.0774
H39 -12.128 2.623 29.989  0.1343
H40 -11.707 3.357 28.371  0.1334
H41 -13.776 4.337 29.846  0.1148
H42 -12.789 5.335 28.798  0.1041
H43 -12.449 5.137 31.837  0.1430
H44 -12.382 6.467 30.738  0.0751

The total charge is +1. As for the total energy: -4723.8020 Eh. As for the maximum force: 4.2 eV/A.

A 3-piece molecular cluster, C24H45BI2N9O9P2S overall, computed with wB97M-V/def2-TZVPD.

Each line ends with the Löwdin charge.
Cartesian coordinates (Å):
C1 4.263 -3.059 3.191  -0.2085
C2 3.187 -2.117 2.689  -0.7404
I1 3.887 -0.158 2.288  1.0567
C3 1.920 -2.479 2.480  -0.7043
I2 1.460 -4.533 2.883  1.0431
N1 0.985 -1.540 1.964  -0.0116
C4 -0.160 -1.283 2.639  -0.3535
N2 -0.853 -2.125 3.332  -0.0795
P1 -2.367 -1.797 4.181  0.9492
P2 -3.488 -3.491 3.385  0.2697
O1 -2.648 -4.658 3.726  -0.3405
O2 -4.890 -3.612 4.118  -0.1279
O3 -3.646 -3.463 1.774  -0.1482
N3 -0.710 0.029 2.527  0.0269
C5 0.249 0.944 3.173  -0.1571
C6 0.780 0.434 4.545  -0.1492
C7 0.916 1.631 5.530  -0.0819
C8 2.096 2.563 5.261  -0.4749
O4 2.608 3.136 6.181  0.1463
O5 2.572 2.780 3.975  0.0332
C9 -0.969 0.322 1.094  -0.3545
C10 -1.329 1.788 0.813  -0.0486
C11 -2.172 2.551 1.871  -0.2247
O6 -3.008 3.483 1.185  -0.0392
O7 -1.862 -0.683 0.618  0.1333
B1 -3.214 -0.398 0.517  -0.8177
O8 -3.727 -0.287 -0.754  0.2128
O9 -4.088 -0.181 1.587  0.1347
C12 0.326 0.040 0.222  -0.1333
C13 -0.059 0.109 -1.293  -0.0648
C14 0.890 0.996 -2.136  -0.6553
N4 0.599 0.783 -3.547  0.0899
N5 2.299 0.635 -1.941  0.0876
N6 0.649 2.424 -1.877  0.0721
C15 0.801 -1.412 0.483  -0.2300
N7 2.001 -1.786 -0.261  0.0988
C16 1.992 -2.897 -0.757  -0.7157
S1 2.069 -4.446 -1.017  0.7584
H1 4.319 -3.963 2.581  0.0559
H2 5.236 -2.576 3.083  0.0473
H3 4.112 -3.272 4.252  0.0857
H4 -0.514 -3.092 3.406  -0.0215
H5 -2.937 -0.591 3.736  -0.0683
H6 -4.998 -4.567 4.268  0.1035
H7 -2.877 -3.951 1.445  0.0839
H8 1.144 1.164 2.578  0.0694
H9 -0.193 1.917 3.394  0.1026
H10 0.059 -0.229 5.036  0.0959
H11 1.756 -0.045 4.444  0.0766
H12 1.001 1.279 6.558  0.1282
H13 0.001 2.237 5.499  0.1312
H14 1.905 3.303 3.510  0.1158
H15 -0.372 2.319 0.768  0.1216
H16 -1.756 1.955 -0.177  0.1357
H17 -1.512 3.171 2.486  0.1084
H18 -2.734 1.904 2.554  0.1136
H19 -3.934 3.287 1.347  0.0861
H20 -4.626 -0.639 -0.734  0.1220
H21 -4.336 0.746 1.632  0.0984
H22 1.123 0.747 0.453  0.1151
H23 -1.069 0.487 -1.449  0.1166
H24 -0.049 -0.897 -1.721  0.0973
H25 0.381 -0.186 -3.727  0.0235
H26 -0.167 1.381 -3.827  0.0834
H27 2.683 1.061 -1.108  0.0530
H28 2.797 0.932 -2.770  0.0761
H29 1.052 2.913 -2.664  0.0192
H30 1.201 2.716 -1.082  0.0448
H31 -0.002 -2.101 0.191  0.1559
C17 1.859 5.006 -5.935  -0.1053
C18 1.379 6.324 -5.336  -0.2582
C19 2.120 6.700 -4.048  -0.1765
C20 1.919 5.673 -3.018  -0.1887
N8 1.761 4.862 -2.222  0.1618
H32 1.680 4.168 -5.258  0.0615
H33 1.328 4.793 -6.862  0.0750
H34 2.927 5.042 -6.158  0.0792
H35 0.308 6.257 -5.136  0.1125
H36 1.519 7.121 -6.067  0.1097
H37 1.755 7.653 -3.665  0.1196
H38 3.190 6.801 -4.237  0.1226
C21 -2.439 -5.355 -3.787  -0.1087
C22 -1.312 -5.253 -4.809  -0.2540
C23 -0.185 -4.316 -4.361  -0.1828
C24 -0.703 -2.959 -4.161  -0.2059
N9 -1.121 -1.902 -4.004  0.1707
H39 -2.926 -4.391 -3.631  0.0688
H40 -3.203 -6.053 -4.131  0.0751
H41 -2.065 -5.711 -2.825  0.0736
H42 -1.722 -4.907 -5.760  0.1148
H43 -0.895 -6.246 -4.983  0.1108
H44 0.603 -4.286 -5.114  0.1236
H45 0.254 -4.664 -3.426  0.0727

The total charge is +1. As for the total energy: -3812.5299 Eh. As for the maximum force: 2.2 eV/A.

C24H45Cl2CrN3O2Si4Te as an isolated structure, computed with wB97M-V/def2-TZVPD.

Each line ends with the Löwdin charge.
Cartesian coordinates (Å):
Cr1 -0.273 -0.605 2.511  0.1614
Cl1 0.029 -0.582 5.264  0.7065
C1 -0.944 -2.057 5.222  -0.8163
Cl2 -1.846 -2.126 3.674  0.6524
H1 -1.663 -2.033 6.028  0.0508
H2 -0.287 -2.916 5.254  0.0551
C2 -0.811 2.136 1.640  -0.1405
C3 -1.643 3.443 1.602  -0.1204
N1 -2.883 3.298 2.365  -0.1477
C4 -2.562 2.986 3.749  -0.1364
C5 -1.724 1.687 3.835  -0.1660
N2 -1.518 1.105 2.471  -0.2538
C6 -2.876 0.873 1.869  -0.1574
C7 -3.669 2.201 1.812  -0.1327
H3 0.175 2.297 2.064  0.0944
H4 -0.668 1.701 0.652  0.0795
H5 -1.894 3.716 0.577  0.1162
H6 -1.072 4.269 2.027  0.1288
H7 -3.493 2.882 4.306  0.1251
H8 -2.011 3.822 4.180  0.1266
H9 -2.208 0.933 4.454  0.0946
H10 -0.738 1.886 4.253  0.0996
H11 -3.382 0.121 2.475  0.1057
H12 -2.727 0.452 0.884  0.0490
H13 -4.601 2.123 2.372  0.1255
H14 -3.925 2.443 0.783  0.1117
O1 2.551 2.290 1.826  0.1237
C8 2.674 1.121 2.063  -0.3991
N3 1.625 0.216 2.292  0.0530
C9 2.145 -0.984 2.586  -0.4761
O2 1.339 -1.912 2.859  -0.1242
C10 3.619 -0.970 2.544  -0.0917
C11 4.575 -1.945 2.736  0.0201
C12 5.906 -1.551 2.611  -0.0471
C13 6.242 -0.236 2.310  -0.0411
C14 5.265 0.742 2.119  0.0188
C15 3.953 0.344 2.238  -0.0915
H15 4.306 -2.966 2.971  0.1262
H16 6.694 -2.279 2.751  0.1130
H17 7.288 0.031 2.221  0.1142
H18 5.524 1.766 1.881  0.1288
C16 2.858 -0.316 -1.200  -0.1909
Si1 1.493 0.562 -2.134  0.3430
C17 1.973 0.730 -3.938  -0.2079
C18 1.168 2.261 -1.419  -0.1942
Si2 -0.439 -0.777 -2.034  0.1731
Te1 -0.751 -1.741 0.315  0.7851
Si3 -2.459 0.262 -2.648  0.3297
C19 -2.574 1.988 -1.916  -0.2084
C20 -3.898 -0.778 -2.049  -0.2139
C21 -2.503 0.417 -4.513  -0.2045
Si4 -0.126 -2.839 -3.152  0.3050
C22 1.487 -3.600 -2.577  -0.2182
C23 -0.049 -2.536 -5.000  -0.2038
C24 -1.549 -3.994 -2.771  -0.2206
H19 3.780 0.274 -1.217  0.0473
H20 3.073 -1.296 -1.635  0.0224
H21 2.574 -0.475 -0.155  0.0052
H22 2.841 1.393 -4.022  0.0398
H23 1.170 1.156 -4.545  0.0306
H24 2.251 -0.235 -4.373  0.0217
H25 2.032 2.907 -1.609  0.0479
H26 1.028 2.238 -0.335  -0.0025
H27 0.293 2.730 -1.881  0.0225
H28 -2.188 2.038 -0.898  -0.0162
H29 -3.618 2.316 -1.904  0.0429
H30 -2.010 2.704 -2.521  0.0356
H31 -3.836 -1.008 -0.980  0.0088
H32 -3.952 -1.729 -2.587  0.0249
H33 -4.838 -0.243 -2.223  0.0389
H34 -1.712 1.081 -4.876  0.0328
H35 -3.462 0.845 -4.824  0.0419
H36 -2.392 -0.547 -5.017  0.0139
H37 2.345 -3.047 -2.971  0.0237
H38 1.559 -4.628 -2.946  0.0386
H39 1.568 -3.631 -1.487  0.0210
H40 0.697 -1.783 -5.270  0.0196
H41 -1.016 -2.213 -5.398  0.0165
H42 0.218 -3.467 -5.511  0.0410
H43 -1.677 -4.165 -1.699  0.0076
H44 -1.358 -4.964 -3.241  0.0390
H45 -2.494 -3.613 -3.173  0.0227

Its energy above the lowest of the compared OMol25 structures with the same formula, charge and spin is 21.2 kJ/mol. Its expectation value of S² is 0.806. The total charge is +1. Its spin multiplicity is 2. As for the total energy: -4646.9839 Eh. As for the maximum force: 1.0 eV/A.